Entry 1:
The following is a quantum chemistry calculation of H27O14 as an isolated structure, from the OMol25 dataset.

Last column: Löwdin charge in e.
Atoms and positions in Å:
O: -2.32532 -1.41514 1.79536  -0.063
H: -1.71465 -0.66451 1.72128  0.004
O: -2.32151 3.38335 -2.50604  -0.059
H: 1.22977 -0.10167 1.07925  0.007
H: 2.31606 0.67276 3.85785  0.019
O: -2.33364 1.04919 4.10001  -0.058
H: 2.39951 -0.79318 3.60719  0.020
H: 0.69078 -4.03459 -1.51556  0.035
O: 1.03748 -3.29622 -2.03631  -0.070
H: -1.36170 -0.71557 -2.70894  -0.010
H: 0.42574 -2.63051 -1.68062  0.015
O: 2.69768 -0.55256 -1.38620  -0.030
H: 3.24731 -2.50777 0.67466  0.026
H: -1.54757 3.14008 -1.99818  -0.012
O: -0.29477 1.48819 -2.24071  -0.119
H: 2.44808 0.14618 -1.96391  0.004
H: 0.63865 1.33392 -2.41165  0.024
O: 0.60876 -0.80281 0.90099  -0.201
H: 0.18726 2.71503 -3.65426  -0.016
H: -0.26122 -0.63701 0.17369  -0.020
O: 2.53350 -0.13972 4.31575  -0.063
H: -2.08660 1.39243 3.23341  0.029
H: 2.24624 -0.52994 -0.53184  -0.004
O: -0.46031 -2.51946 4.17745  -0.064
H: -0.35950 -2.17773 3.27950  0.005
H: -1.66878 0.34503 4.14926  0.025
O: 0.82948 3.88696 -0.19947  -0.058
H: 0.62134 3.11008 -0.73679  0.000
H: -0.07324 4.01862 0.10480  0.031
O: -1.20715 -0.26591 -0.60157  -0.285
H: -0.59704 0.68382 -1.69126  0.007
H: -2.08619 -0.08343 -0.26050  0.019
O: 2.65955 -2.42376 1.43443  -0.092
H: 2.03165 -1.75729 1.05428  -0.035
H: -1.84374 -1.95321 1.16313  0.031
O: 0.86500 2.74470 -4.33591  -0.060
H: -1.38069 -2.33338 4.39232  0.024
H: 0.71196 1.88657 -4.73361  0.033
O: -1.92568 -1.48762 -2.72077  -0.072
H: -2.26309 3.29403 -3.45296  0.027
H: -2.31340 -1.46797 -1.84752  0.006

Values from the calculation:
LUMO in eV: 2.287
ΔE to the lowest compared entry with this formula, charge and spin in kcal per mole: 56.66
Charge: -1
HOMO energy in eV: -7.45


Entry 2:
The following is a quantum chemistry calculation of a 2-piece molecular cluster, C5H10N2 overall, from the OMol25 dataset.

Last column: Löwdin charge in e.
Atoms and positions in Å:
C: 0.85268 -0.26008 1.83167  0.003
C: 0.43710 -0.70060 0.65744  -0.480
N: -0.59791 -1.38746 0.04136  0.120
C: 0.29481 -0.50730 -0.76964  -0.189
C: -0.03721 0.90456 -1.17126  -0.278
C: -1.43147 1.39168 -1.18526  -0.139
N: -0.49340 1.86354 -0.17685  0.032
H: 0.42974 -0.65051 2.75144  0.071
H: 1.66422 0.45467 1.86508  0.074
H: -1.48683 -0.99105 0.32933  0.106
H: 0.83304 -1.08361 -1.52481  0.137
H: 0.68441 1.30959 -1.87847  0.136
H: -1.74059 2.13324 -1.91515  0.099
H: -2.20863 0.68261 -0.89987  0.099
H: -0.62520 1.40749 0.72568  0.073
H: 1.76322 -2.05087 0.95018  0.059
H: 1.66202 -2.51590 0.36912  0.079

Values from the calculation:
LUMO in eV: 1.052
ΔE to the lowest compared entry with this formula, charge and spin in kcal per mole: 108.88
SMILES: C=C1N[C@H]1[C@H]1CN1.[H][H]
HOMO energy in eV: -8.88


Entry 3:
The following is a quantum chemistry calculation of C49H51HgN5O5P3 as an isolated structure, from the OMol25 dataset.

Last column: Löwdin charge in e.
Atoms and positions in Å:
Hg: -0.64235 -1.35033 0.00748  1.003
N: -1.73322 -2.63218 3.05214  0.015
C: -1.77658 -3.70519 2.04786  -0.218
C: -2.79557 -3.49414 0.92781  -0.567
O: -3.82011 -4.18576 0.89956  -0.017
N: -2.49972 -2.49731 0.08157  -0.113
C: -3.41479 -2.26744 -1.01596  -0.165
C: -2.67066 -2.35682 -2.33854  -0.497
O: -2.85593 -1.43673 -3.29102  0.035
O: -1.93726 -3.29467 -2.56787  0.064
H: -1.68060 -1.73425 2.57739  0.002
H: -2.61279 -2.61744 3.55742  0.071
H: -2.03021 -4.63717 2.55052  0.110
H: -0.78143 -3.81804 1.60890  0.077
H: -3.91676 -1.30890 -0.90284  0.086
H: -4.16638 -3.06309 -1.02844  0.127
C: -0.44367 1.26585 3.16129  -0.353
N: 0.97700 1.04002 2.93596  -0.181
C: 1.34693 -0.37549 2.70691  -0.264
P: 1.64687 -1.15712 0.91159  0.862
C: 2.78709 0.20070 0.46538  -0.333
C: 4.16952 0.13331 0.60693  -0.092
C: 4.96639 1.21672 0.25693  -0.095
C: 4.38953 2.38254 -0.22658  -0.095
C: 3.01014 2.45697 -0.36820  -0.077
C: 2.21706 1.36995 -0.03327  -0.104
C: 2.37784 -2.65816 1.71444  -0.296
C: 3.58533 -3.20243 1.27001  -0.097
C: 4.12787 -4.32813 1.87172  -0.089
C: 3.45685 -4.95943 2.90975  -0.101
C: 2.24010 -4.45223 3.33655  -0.080
C: 1.70981 -3.30814 2.75393  -0.100
C: 1.83998 1.74913 3.80790  -0.249
C: 3.16501 1.96645 3.42002  -0.012
C: 4.03747 2.66649 4.23422  -0.084
C: 3.61287 3.18020 5.45376  -0.115
C: 2.30143 2.97098 5.84658  -0.099
C: 1.42273 2.25906 5.03948  -0.031
P: -1.36939 1.08730 1.57351  1.061
C: -1.14817 2.75149 0.84679  -0.352
C: -2.04492 3.16877 -0.13954  -0.103
C: -1.89052 4.39806 -0.75836  -0.081
C: -0.83300 5.22927 -0.40867  -0.098
C: 0.06506 4.82199 0.56568  -0.096
C: -0.08937 3.59023 1.19134  -0.098
C: -3.08933 1.18398 2.18745  -0.355
C: -3.93852 0.11298 1.92169  -0.088
C: -5.24364 0.11649 2.40030  -0.075
C: -5.70797 1.19322 3.13990  -0.097
C: -4.86985 2.27193 3.39944  -0.092
C: -3.56820 2.26727 2.92384  -0.089
H: -0.59272 2.27245 3.55268  0.077
H: -0.87749 0.55588 3.88500  0.099
H: 0.60456 -0.99464 3.22401  0.054
H: 2.29773 -0.54613 3.21954  0.090
H: 4.63517 -0.75818 1.00653  0.096
H: 6.04184 1.14906 0.36924  0.099
H: 5.01150 3.22780 -0.49400  0.096
H: 2.54450 3.36082 -0.74238  0.101
H: 1.14267 1.43032 -0.16819  0.082
H: 4.08321 -2.75805 0.42000  0.093
H: 5.07049 -4.72370 1.51305  0.098
H: 3.87238 -5.84714 3.37038  0.095
H: 1.68854 -4.94669 4.12668  0.102
H: 0.75042 -2.95325 3.10819  0.066
H: 3.49637 1.59744 2.46051  0.081
H: 5.05607 2.82616 3.90125  0.100
H: 4.29430 3.73587 6.08508  0.092
H: 1.95209 3.35423 6.79779  0.096
H: 0.41229 2.09045 5.38515  0.101
H: -2.84897 2.50670 -0.43461  0.102
H: -2.58780 4.69804 -1.53064  0.104
H: -0.70793 6.18688 -0.89906  0.095
H: 0.89655 5.45902 0.84294  0.100
H: 0.63814 3.27842 1.92975  0.090
H: -3.57634 -0.71907 1.32707  0.070
H: -5.89397 -0.72255 2.18647  0.105
H: -6.72585 1.19863 3.51010  0.096
H: -5.23445 3.11837 3.96852  0.097
H: -2.92269 3.11872 3.11041  0.106
C: 2.49911 -0.09458 -3.28247  -0.277
P: 0.85734 -0.91434 -3.13747  1.026
C: 1.34710 -2.64655 -2.71070  -0.361
C: 0.42714 -1.10905 -4.91275  -0.358
C: -0.53103 -2.04922 -5.29885  -0.092
C: -0.93276 -2.14800 -6.62182  -0.084
C: -0.40158 -1.30156 -7.58545  -0.110
C: 0.53881 -0.35372 -7.21299  -0.105
C: 0.94896 -0.26100 -5.88970  -0.113
H: 2.37206 0.96208 -3.52404  0.032
H: 3.12785 -0.56498 -4.04174  0.044
H: 2.98354 -0.16876 -2.31065  0.012
H: 0.59127 -3.32365 -3.11041  0.072
H: 1.62552 -3.69872 -0.98256  0.110
H: 2.33028 -2.89405 -3.13343  0.091
H: -0.99276 -2.68498 -4.55383  0.074
H: -1.68075 -2.88207 -6.89585  0.100
H: -0.72411 -1.37547 -8.61701  0.091
H: 0.95569 0.31966 -7.95255  0.093
H: 1.68062 0.48988 -5.62227  0.083
O: -1.99413 0.30546 -1.03282  -0.359
N: -2.18031 0.65879 -2.33240  -0.177
C: -3.23866 0.00918 -3.00074  -0.242
C: -3.52827 0.63570 -4.30478  -0.041
C: -2.64910 1.47699 -4.89152  -0.113
C: -1.46508 1.89651 -4.22464  -0.119
C: -1.29549 1.46342 -2.94198  -0.136
H: -4.09934 -0.06366 -2.33683  0.138
H: -4.44454 0.33949 -4.79765  0.096
H: -2.87016 1.86571 -5.87932  0.096
H: -0.74619 2.55932 -4.68070  0.085
H: -0.47270 1.76123 -2.30649  0.110
O: 2.24028 -1.84844 -0.73118  -0.493
N: 1.31879 -2.76726 -1.25857  -0.222

Values from the calculation:
LUMO in eV: 2.427
ΔE to the lowest compared entry with this formula, charge and spin in kcal per mole: 7.45
Charge: -1
HOMO energy in eV: -4.29


Entry 4:
The following is a quantum chemistry calculation of C31H20N4RuS as an isolated structure, from the OMol25 dataset.

Last column: Löwdin charge in e.
Atoms and positions in Å:
Ru: -0.11088 -0.80432 0.03439  1.537
C: 4.09908 -0.27448 0.43239  -0.013
C: 2.93114 -0.99853 0.18217  -0.095
N: 1.75804 -0.68559 0.68205  -0.081
C: 1.59658 0.57593 1.36510  -0.329
C: 2.87136 1.08231 1.99216  -0.124
C: 4.06942 0.74281 1.37746  0.020
C: 2.82948 1.75497 3.22584  -0.014
C: 1.72736 1.67021 4.03906  -0.034
C: 0.57115 0.97309 3.63459  -0.010
C: 0.44512 0.45685 2.36668  -0.194
N: -0.60388 -0.19742 1.80993  -0.078
C: -1.92520 -0.18974 2.15415  -0.184
C: -2.56994 0.38870 3.25598  0.016
C: -3.92765 0.18020 3.45685  -0.052
C: -4.69364 -0.54749 2.57070  -0.013
C: -4.11959 -1.04576 1.38392  -0.143
C: -4.83807 -1.71872 0.37538  0.042
C: -4.17302 -2.13321 -0.76236  -0.018
C: -2.81885 -1.87000 -0.90327  -0.074
N: -2.10493 -1.22842 0.03063  -0.054
C: -2.73294 -0.84743 1.17698  -0.149
H: 5.02620 -0.58344 -0.01886  0.113
H: 2.97387 -1.90119 -0.41846  0.134
H: 4.98858 1.18430 1.73202  0.130
H: 3.72967 2.22425 3.58902  0.124
H: 1.74583 2.09565 5.03065  0.119
H: -0.19477 0.80793 4.37229  0.097
H: -2.03201 0.99769 3.96046  0.094
H: -4.38668 0.60049 4.33830  0.117
H: -5.74065 -0.71597 2.76430  0.120
H: -5.89355 -1.89286 0.50665  0.130
H: -4.69712 -2.65444 -1.54700  0.118
H: -2.28759 -2.17392 -1.79548  0.098
S: 1.61523 0.55755 -3.78793  1.117
C: 0.88215 -0.99702 -4.10272  -0.447
C: 0.70066 -1.64046 -5.31088  -0.076
C: 0.08915 -2.88692 -5.30470  -0.081
C: -0.29029 -3.48883 -4.10889  -0.083
C: -0.10363 -2.85232 -2.89545  -0.060
C: 0.44373 -1.56468 -2.89102  -0.330
N: 0.60661 -0.76949 -1.80026  -0.168
C: 1.23422 0.40924 -2.07025  -0.505
C: 1.42308 1.51939 -1.18960  -0.188
C: 1.75213 2.74696 -1.83208  -0.074
C: 1.60461 3.97240 -1.24582  -0.063
C: 1.07384 4.05510 0.04087  -0.064
C: 0.92546 2.89066 0.76642  -0.043
C: 1.17054 1.61989 0.24083  -0.106
H: 1.02129 -1.18297 -6.23354  0.114
H: -0.08413 -3.39811 -6.23965  0.107
H: -0.72833 -4.47517 -4.13352  0.107
H: -0.35188 -3.33499 -1.95551  0.100
H: 2.10614 2.70082 -2.85112  0.061
H: 1.87013 4.86515 -1.78976  0.113
H: 0.85862 5.01130 0.48721  0.106
H: 0.66873 2.97006 1.81272  0.115

Values from the calculation:
Spin multiplicity: 6
LUMO (alpha / beta) in eV: -3.541 / -5.184
ΔE to the lowest compared entry with this formula, charge and spin in kcal per mole: 6.66
Charge: +1
⟨S²⟩: 8.841
HOMO energy (alpha / beta) in eV: -8.00 / -10.50


Entry 5:
The following is a quantum chemistry calculation of C8H16BBaN5O6P2 as an isolated structure, from the OMol25 dataset.

Last column: Löwdin charge in e.
Atoms and positions in Å:
Ba: 0.11799 0.24421 -0.34767  2.176
N: -0.50926 4.46283 -1.56889  0.180
C: -1.05379 3.03610 -1.62173  -0.506
C: -2.40234 2.98583 -2.33571  -0.061
P: -1.33039 2.69681 0.19967  0.226
O: 0.19843 2.84323 0.77131  -0.231
O: -1.74150 1.27594 0.39065  -0.583
O: -2.09781 3.88419 0.64830  -0.284
P: 0.31145 2.09987 -2.45186  0.184
O: 0.16980 2.74855 -3.92466  -0.125
O: 1.53160 2.59400 -1.76020  -0.320
O: 0.05131 0.62803 -2.52492  -0.604
H: -1.01048 4.95702 -0.81834  0.141
H: -0.61708 4.93456 -2.46562  0.163
H: 0.49315 4.37830 -1.35720  0.135
H: -3.15269 3.56162 -1.79509  0.088
H: -2.73921 1.95172 -2.38518  0.097
H: -2.31215 3.35597 -3.35746  0.084
H: 0.12363 3.36044 1.58625  0.096
H: 0.54191 2.17566 -4.60729  0.093
B: 2.11536 -3.05494 1.21219  -0.389
N: 0.54757 -3.06766 1.04272  -0.096
C: -0.17635 -4.12888 1.42963  -0.104
C: -1.46642 -3.99465 0.94851  -0.071
C: -1.44231 -2.78025 0.26470  -0.189
N: -0.22512 -2.22765 0.32002  -0.173
N: 2.79585 -1.63259 1.14792  -0.095
C: 4.08966 -1.46153 1.45432  -0.103
C: 4.46578 -0.17316 1.11372  -0.069
C: 3.30164 0.39029 0.59088  -0.189
N: 2.29803 -0.49768 0.61784  -0.213
H: 2.35414 -3.52635 2.30436  0.067
H: 2.59331 -3.73034 0.31732  0.066
H: 0.27699 -4.91694 2.01154  0.120
H: -2.29316 -4.67285 1.08232  0.089
H: -2.24784 -2.27616 -0.25398  0.100
H: 4.66156 -2.27041 1.88391  0.122
H: 5.43642 0.28072 1.22749  0.088
H: 3.14492 1.38311 0.18486  0.091

Values from the calculation:
LUMO in eV: -0.270
HOMO energy in eV: -8.09